Entry 1:
{"formula": "CH4N2O2S", "method": "the ωB97M-V functional and the def2-TZVPD basis", "fmax_ev_per_a": 3.822, "energy_ha": -698.59417, "e_homo_ev": -9.9, "gap_ev": 9.3, "e_above_lowest_kcal_mol": 50.9, "species": ["C", "N", "N", "O", "O", "S", "H", "H", "H", "H"], "xyz": [[0.585, -0.189, 1.250], [-0.067, 1.664, 0.276], [0.479, 0.583, 0.046], [-0.611, -0.885, -3.090], [-1.611, -0.766, -0.829], [-0.460, -1.007, -1.674], [0.355, 0.304, 2.250], [-0.144, -1.066, 1.255], [1.569, -0.776, 1.255], [-0.097, 2.139, -0.740]], "forces_ev_per_a": [[0.445, -3.217, 2.013], [0.410, 1.298, -3.346], [-0.272, 0.841, 1.428], [-0.121, 0.328, -0.139], [0.453, -0.247, -0.938], [-0.805, -0.833, 0.453], [0.610, 0.001, -1.539], [0.566, 1.206, -0.517], [-1.048, 1.269, 0.116], [-0.238, -0.647, 2.470]]}

---

Entry 2:
{"formula": "C6H35NO14", "method": "the ωB97M-V functional and the def2-TZVPD basis", "fmax_ev_per_a": 1.949, "energy_ha": -1357.66900, "e_homo_ev": -6.8, "gap_ev": 6.7, "e_above_lowest_kcal_mol": 21.5, "species": ["O", "C", "C", "C", "C", "C", "C", "N", "H", "H", "H", "H", "H", "H", "H", "H", "H", "H", "H", "O", "H", "H", "O", "H", "H", "O", "H", "H", "O", "H", "H", "O", "H", "H", "O", "H", "H", "O", "H", "H", "O", "H", "H", "O", "H", "H", "O", "H", "H", "O", "H", "H", "O", "H", "H", "O"], "xyz": [[-0.946, 1.119, -1.624], [0.000, 0.515, -2.484], [1.477, 0.745, -2.108], [2.044, -0.274, -1.118], [1.612, 0.060, 0.329], [0.361, -0.278, 0.761], [2.569, 1.400, 2.190], [2.645, 0.643, 0.962], [-0.283, -0.513, -2.593], [1.620, 1.749, -1.700], [2.029, 0.723, -3.052], [3.118, -0.253, -1.141], [1.770, -1.284, -1.400], [-0.272, -0.979, 0.246], [-0.074, 0.063, 1.661], [1.803, 1.133, 2.939], [3.564, 1.359, 2.626], [-2.154, -0.007, -1.353], [-2.875, -0.980, -0.211], [-2.787, -0.835, -1.222], [-0.582, 1.314, -0.718], [-0.562, 2.912, 2.523], [-0.338, 3.194, 1.587], [3.404, -1.146, 1.214], [4.162, -2.522, 1.512], [3.303, -2.118, 1.413], [-0.061, -2.389, 2.325], [-0.193, -3.807, 2.868], [-0.712, -3.103, 2.462], [-1.930, -1.891, 1.568], [-3.488, -2.041, 1.717], [-2.787, -1.488, 1.355], [-2.146, 2.995, 1.281], [-3.585, 3.428, 1.520], [-3.002, 2.675, 1.630], [-0.034, -1.491, -4.400], [-0.235, 2.055, -3.700], [-0.245, 1.073, -3.755], [-0.841, 2.856, -1.824], [-0.805, 4.014, -0.879], [-0.596, 3.805, -1.816], [-2.240, -1.751, -1.547], [-0.922, -3.277, -1.243], [-1.547, -2.893, -1.912], [-0.489, -3.587, 0.802], [0.935, -3.603, 0.131], [0.013, -3.885, 0.002], [-1.384, 1.174, 3.674], [-2.221, 2.329, 3.244], [-1.451, 2.126, 3.789], [-1.044, -2.732, -2.761], [0.706, -2.881, -4.355], [-0.097, -2.411, -4.110], [2.843, 3.066, 1.187], [0.651, 3.088, 1.561], [2.297, 2.809, 1.949]], "forces_ev_per_a": [[-0.567, 0.081, 1.437], [0.928, 1.584, -0.656], [-0.297, -0.504, 0.238], [-0.625, 0.030, 0.622], [1.322, 0.010, 0.012], [-0.544, -0.262, -0.205], [-0.364, -0.392, -0.797], [-0.021, 0.735, 0.050], [0.260, -0.749, 0.148], [-0.213, 0.105, -0.016], [-0.077, -0.152, 0.074], [0.455, 0.192, 0.037], [-0.391, -0.364, -0.118], [-0.018, -0.097, -0.730], [-0.100, 0.511, 1.096], [0.115, -0.182, -0.211], [0.013, -0.165, 0.342], [-0.765, -1.036, 0.167], [0.043, 0.169, -0.701], [1.208, 0.482, 0.578], [0.156, -0.772, -0.481], [0.357, 0.260, -1.074], [0.188, -0.180, 0.652], [-0.063, -0.553, 0.233], [0.362, 0.164, -0.019], [-0.442, 0.322, -0.174], [0.118, 0.161, 0.103], [-0.166, -0.041, 0.086], [0.360, 0.294, 0.129], [-0.496, -0.107, 0.223], [0.269, -0.051, 0.054], [-0.036, 0.271, -0.345], [0.122, -0.231, 0.118], [-0.292, 0.098, 0.032], [0.053, 0.145, -0.317], [0.217, -0.201, -0.161], [0.156, -0.816, 0.033], [-0.313, 0.398, -0.352], [0.038, 0.675, -0.272], [0.407, 0.200, -0.699], [-0.446, -0.380, 0.972], [-0.042, 0.245, 0.038], [0.066, 0.103, -0.124], [-0.079, 0.519, -0.572], [0.729, -0.353, -0.451], [-0.405, 0.088, 0.038], [-0.088, 0.086, 0.116], [0.234, -0.150, 0.140], [-0.539, 0.268, -0.260], [0.135, -0.314, 0.545], [-0.273, -0.333, 0.757], [0.014, 0.219, -0.062], [-0.158, 0.102, -0.106], [-0.118, -0.241, 0.245], [-0.540, 0.092, -0.005], [0.157, 0.019, -0.411]]}

---

Entry 3:
{"formula": "C20H22N2O3Pd", "method": "the ωB97M-V functional and the def2-TZVPD basis", "fmax_ev_per_a": 1.824, "energy_ha": -1238.30895, "total_charge": -2, "e_homo_ev": 0.7, "gap_ev": 4.5, "e_above_lowest_kcal_mol": 11.1, "species": ["C", "C", "H", "H", "H", "H", "H", "H", "C", "C", "C", "C", "H", "H", "H", "H", "N", "C", "C", "N", "C", "C", "C", "H", "H", "C", "H", "H", "Pd", "C", "H", "H", "H", "O", "C", "C", "C", "C", "C", "C", "C", "O", "O", "H", "H", "H", "H", "H"], "xyz": [[1.252, -2.606, 0.551], [0.222, -3.072, -3.195], [2.322, -2.863, 0.504], [0.660, -3.451, 0.933], [1.054, -1.701, 1.134], [-0.097, -2.255, -3.851], [1.165, -3.524, -3.553], [-0.558, -3.846, -3.062], [3.044, -0.236, 0.128], [3.817, 0.900, 0.423], [3.516, 2.090, -0.235], [2.452, 2.098, -1.129], [3.199, -1.170, 0.657], [4.609, 0.821, 1.158], [4.071, 3.013, -0.061], [2.168, 2.998, -1.668], [2.054, -0.232, -0.747], [1.700, 0.915, -1.336], [0.500, 0.923, -2.194], [-0.111, -0.240, -2.439], [-1.241, -0.267, -3.124], [-1.194, 2.104, -3.475], [-1.827, 0.878, -3.672], [-1.702, -1.244, -3.252], [-2.749, 0.764, -4.229], [-0.021, 2.130, -2.725], [0.516, 3.053, -2.520], [-1.586, 3.033, -3.887], [0.659, -2.472, -1.331], [-1.322, -2.498, -0.901], [-1.909, -2.850, -1.760], [-1.567, -1.462, -0.603], [-1.347, -3.173, -0.031], [-2.732, -0.162, 1.688], [-2.188, 0.312, 2.797], [-2.777, 0.057, 4.061], [-2.225, 0.622, 5.203], [-1.082, 1.434, 5.120], [-0.483, 1.668, 3.879], [-1.006, 1.113, 2.710], [-0.358, 1.347, 1.368], [0.669, 2.044, 1.329], [-0.938, 0.781, 0.354], [-2.030, 0.201, 0.914], [-3.663, -0.575, 4.096], [-2.690, 0.430, 6.171], [-0.656, 1.883, 6.019], [0.408, 2.288, 3.783]], "forces_ev_per_a": [[-0.623, -0.259, 1.695], [-0.337, -0.511, -1.184], [0.055, -0.114, 0.266], [0.405, 0.058, 0.461], [0.215, -0.113, 0.364], [0.060, -0.436, -0.427], [-0.161, -0.085, -0.348], [0.256, 0.156, -0.586], [0.459, 0.891, 0.199], [-0.457, -0.262, -0.186], [-0.196, -0.179, -0.301], [-0.340, -0.591, -0.055], [0.154, 0.076, -0.175], [-0.025, 0.114, -0.029], [-0.039, -0.272, 0.041], [0.239, -0.099, 0.326], [-0.078, 0.585, -0.670], [1.364, 0.509, 0.557], [-1.346, 0.307, -1.088], [0.434, 1.115, 0.224], [-0.088, 0.679, -0.178], [0.359, -0.133, 0.167], [0.232, -0.227, 0.236], [0.117, 0.144, 0.067], [-0.023, 0.213, -0.023], [0.332, -0.502, 0.243], [-0.444, -0.049, -0.163], [-0.023, -0.215, 0.065], [-0.003, -0.380, -0.411], [0.458, -0.278, 0.674], [-0.112, -0.037, 0.377], [0.011, -0.587, -0.144], [-0.683, 0.170, -0.286], [0.174, 0.198, 0.102], [0.176, 0.230, -0.098], [0.299, 0.228, -0.302], [0.247, 0.134, -0.213], [-0.054, -0.012, 0.012], [-0.292, -0.248, -0.097], [-0.570, -0.287, 0.668], [0.286, 0.006, -0.598], [-0.528, -0.221, -0.088], [0.213, 0.718, 0.977], [-0.087, -0.307, 0.182], [0.163, 0.127, 0.015], [0.105, 0.040, -0.128], [-0.123, -0.133, -0.162], [-0.177, -0.159, 0.017]]}

---

Entry 4:
{"formula": "C11H18F3N3O3", "method": "the ωB97M-V functional and the def2-TZVPD basis", "fmax_ev_per_a": 1.737, "energy_ha": -1119.53405, "e_homo_ev": -9.1, "gap_ev": 9.9, "smiles": "CC(C)=N[C@H]1C(=O)NC[C@@H]1N.CCOC(=O)C(F)(F)F", "e_above_lowest_kcal_mol": 0.0, "species": ["C", "C", "C", "N", "C", "C", "O", "N", "C", "C", "N", "H", "H", "H", "H", "H", "H", "H", "H", "H", "H", "H", "H", "H", "C", "C", "O", "C", "O", "C", "F", "F", "F", "H", "H", "H", "H", "H"], "xyz": [[1.910, 1.894, 2.363], [1.329, 1.217, 1.133], [2.293, 1.036, -0.003], [0.100, 0.877, 1.044], [-0.793, 1.814, 1.668], [-0.923, 3.134, 0.909], [-0.288, 3.523, -0.039], [-1.978, 3.769, 1.532], [-2.977, 2.761, 1.942], [-2.258, 1.396, 1.744], [-2.499, 0.380, 2.751], [1.759, 2.976, 2.353], [2.984, 1.737, 2.403], [1.454, 1.484, 3.261], [2.091, 0.151, -0.602], [2.204, 1.919, -0.634], [3.305, 0.982, 0.396], [-0.525, 2.128, 2.691], [-2.328, 4.596, 1.072], [-3.832, 2.816, 1.269], [-3.329, 2.927, 2.960], [-2.533, 1.011, 0.757], [-3.356, 0.526, 3.263], [-1.732, 0.303, 3.403], [-0.286, -1.406, -2.522], [1.060, -1.899, -2.996], [1.373, -3.192, -2.427], [0.848, -4.237, -3.040], [0.152, -4.244, -4.012], [1.304, -5.538, -2.335], [1.207, -5.441, -1.007], [2.585, -5.790, -2.641], [0.569, -6.567, -2.736], [-0.299, -1.384, -1.432], [-0.481, -0.398, -2.887], [-1.089, -2.054, -2.871], [1.856, -1.244, -2.648], [1.124, -1.963, -4.082]], "forces_ev_per_a": [[0.003, 0.444, -0.291], [-0.006, -0.074, 0.351], [0.139, -0.756, 0.487], [0.227, 1.103, -1.323], [-0.400, -0.771, 0.893], [-0.142, 0.018, -0.054], [0.269, 0.153, 0.372], [-0.363, -0.158, -0.433], [0.062, 0.078, -0.240], [0.167, 0.154, 0.197], [-0.068, -0.047, -0.089], [-0.060, 0.024, 0.002], [0.044, -0.081, 0.045], [-0.007, 0.055, 0.073], [-0.164, 0.010, -0.025], [-0.041, 0.061, -0.004], [0.148, -0.032, -0.254], [0.186, -0.161, -0.007], [0.072, 0.018, -0.062], [-0.159, 0.044, 0.119], [0.161, -0.081, 0.121], [-0.021, -0.063, 0.013], [-0.024, -0.028, 0.007], [-0.021, 0.052, 0.066], [-0.097, -0.185, 0.188], [0.024, 0.344, -0.168], [0.028, 0.001, -0.005], [0.025, -0.082, 0.038], [-0.012, 0.018, -0.001], [-0.021, 0.069, -0.039], [-0.009, 0.011, 0.042], [0.034, 0.002, -0.004], [-0.024, -0.035, -0.025], [-0.070, 0.092, -0.004], [0.101, 0.019, -0.016], [0.030, -0.015, -0.032], [0.051, -0.094, 0.056], [-0.062, -0.105, 0.006]]}